Run i
DFT (ωB97M-V/def2-TZVPD) results for a 2-piece molecular cluster, C2H8S4 overall.

Properties
SMILES string: CSS.CSS
Frontier orbital gap in eV: 9.31
HOMO level in eV: -8.80

ORCA input file:
```
! RIJCOSX wB97M-V def2-TZVPD def2/J DEFGRID3
* xyz 0 1
C -2.955 2.084 -3.185
S -2.229 1.503 -1.666
S -1.279 -0.240 -2.168
H -3.149 3.158 -3.130
H -3.931 1.619 -3.336
H -2.392 1.880 -4.102
H -2.327 -1.063 -2.326
C 2.317 -0.833 2.061
S 3.664 -0.752 3.243
S 3.691 -2.511 4.258
H 2.631 -0.798 1.009
H 1.673 0.028 2.216
H 1.705 -1.728 2.124
H 2.582 -2.347 5.001
*
```

Here are the natural (NBO) charges for atoms 1 to 4, given in e: -0.777 0.110 -0.133 0.234

---

Run ii
DFT (ωB97M-V/def2-TZVPD) results for a 2-piece molecular cluster, C2H8S4 overall.

Properties
SMILES string: CSS.CSS
Frontier orbital gap in eV: 8.66
HOMO level in eV: -8.47

ORCA input file:
```
! RIJCOSX wB97M-V def2-TZVPD def2/J DEFGRID3
* xyz 0 1
C -0.494 1.989 1.023
S -1.736 0.641 1.041
S -1.979 0.525 -1.093
H -0.140 2.026 2.047
H 0.279 1.696 0.320
H -0.961 2.911 0.692
H -3.210 0.039 -1.031
C 0.448 -1.745 -1.117
S 2.034 -1.980 -0.315
S 2.621 -0.219 0.537
H 0.402 -0.725 -1.486
H 0.472 -2.426 -1.961
H -0.387 -2.061 -0.492
H 2.652 -0.671 1.837
*
```

Here are the natural (NBO) charges for atoms 1 to 4, given in e: -0.722 0.075 -0.168 0.232

---

Question: which arrangement is favored energetically? Ranking from most to least stable: run i, run ii.